ORCA calculation (the ωB97M-V functional and the def2-TZVPD basis) on a structure of composition C49H133Br3N15O14P5 in a non-equilibrium geometry.

HOMO energy, eV: -7.82
E_tot, Eh: -13250.14180
LUMO, eV: -0.21
Molecular weight, u: 1551.28

CARTESIAN COORDINATES (ANGSTROEM)
C 15.10270 22.98140 18.74548
Br 15.55644 23.73736 16.94674
Br 13.59264 24.04024 19.47582
Br 16.70675 23.00634 19.87150
H 14.77044 21.94894 18.63709
O 20.21330 18.44958 13.93144
P 21.08736 19.68657 13.90696
N 20.19258 21.14140 13.97234
C 20.73102 22.39576 14.32610
C 18.92494 21.18704 13.14938
N 21.98696 19.84832 12.45410
C 22.80240 21.06194 12.04530
C 22.04016 18.81970 11.47112
N 22.26362 19.75377 15.13772
C 23.69812 19.36148 14.88334
C 21.85998 19.45346 16.52594
H 21.20746 22.81642 13.44058
H 21.46180 22.23116 15.11792
H 19.94338 23.02672 14.73794
H 19.18888 21.41122 12.11584
H 18.16982 21.92630 13.41654
H 18.41292 20.22556 13.18820
H 23.62940 20.89342 11.35554
H 22.19522 21.79250 11.51076
H 23.18514 21.47960 12.97652
H 22.85572 18.11110 11.61560
H 21.05152 18.36082 11.48292
H 22.15908 19.20968 10.46024
H 24.31882 19.58922 15.74994
H 23.76706 18.28606 14.71968
H 24.15910 19.85040 14.02512
H 20.99006 20.05310 16.79378
H 22.69586 19.73540 17.16618
H 21.58644 18.40302 16.62534
O 17.80394 20.34224 24.81318
P 16.89816 19.18560 24.84408
N 17.63155 17.86832 25.68710
C 18.89860 18.10550 26.28576
C 17.18505 16.44902 25.70768
N 16.38490 18.69100 23.38344
C 17.36109 18.00172 22.51440
C 15.53338 19.57832 22.65006
N 15.43172 19.54904 25.76508
C 15.17566 20.91921 26.23008
C 14.45748 18.54796 26.19550
H 19.67886 17.77823 25.59860
H 18.98756 17.61591 27.25556
H 18.96070 19.18194 26.44548
H 16.69010 16.24313 24.75862
H 16.52106 16.37670 26.56906
H 18.05555 15.79418 25.74658
H 17.23300 16.93444 22.69504
H 17.04691 18.26018 21.50316
H 18.39956 18.27904 22.69542
H 16.10857 20.43888 22.30850
H 15.11924 18.99130 21.83032
H 14.76668 20.04254 23.27038
H 14.70036 21.39736 25.37360
H 14.53526 21.02198 27.10610
H 16.11936 21.43620 26.40400
H 14.34094 17.83958 25.37530
H 13.48472 19.02732 26.30510
H 14.76110 17.94380 27.05044
O 15.91072 12.52128 18.20722
P 15.51494 12.07010 16.86129
N 15.20680 10.35174 16.72168
C 15.17724 9.44430 17.85425
C 15.08858 9.71266 15.48342
N 16.69762 12.57788 15.71394
C 17.81280 11.62490 15.37086
C 16.89112 14.01288 15.52752
N 14.11766 12.64418 16.24068
C 13.79434 12.71190 14.76082
C 12.96224 12.75234 17.14789
H 16.23210 9.24834 18.04654
H 14.52108 8.58746 17.70142
H 14.83678 9.93406 18.76658
H 15.42912 10.28455 14.62024
H 14.05476 9.45112 15.25782
H 15.57028 8.73533 15.45368
H 17.48332 10.59176 15.48118
H 18.28367 11.94364 14.44094
H 18.62490 11.72946 16.09036
H 15.94008 14.51524 15.35066
H 17.49106 14.46474 16.31744
H 17.42344 14.19340 14.59362
H 14.52460 12.33626 14.04408
H 12.87958 12.16478 14.53286
H 13.59908 13.75064 14.49434
H 12.30886 11.98434 16.73392
H 12.41222 13.69198 17.09650
H 13.24042 12.45860 18.16004
O 15.34908 19.03408 19.26262
P 15.66422 18.36586 17.97096
N 14.50700 18.71316 16.76078
C 13.23458 19.34098 17.15132
C 14.41030 18.02202 15.50792
N 15.75188 16.59118 18.14904
C 17.03640 16.04497 18.70032
C 14.48220 15.86056 18.52456
N 17.11288 18.96736 17.26226
C 17.52820 18.74829 15.92058
C 18.17308 19.43376 18.13025
H 13.47076 19.99877 17.98776
H 12.45688 18.63590 17.44480
H 12.87322 20.05754 16.41372
H 14.38690 18.78586 14.73068
H 13.49670 17.42764 15.49666
H 15.25898 17.38862 15.24978
H 17.21756 16.56816 19.63922
H 16.95729 14.99352 18.97656
H 17.83772 16.19760 17.97734
H 14.67820 14.78930 18.47869
H 14.15740 16.09667 19.53790
H 13.67518 16.06444 17.82084
H 16.90656 19.42412 15.33328
H 18.60280 18.91068 15.83696
H 17.37445 17.73090 15.56090
H 19.05634 18.80942 17.99564
H 18.01532 19.44280 19.20874
H 18.53095 20.44608 17.94249
O 9.49218 25.06016 13.88648
P 10.22382 23.86586 14.41912
N 11.84050 23.68224 13.84692
C 12.43662 22.33136 13.85732
C 12.79884 24.82638 14.05766
N 9.44598 22.44126 14.01600
C 8.98777 21.48438 14.96930
C 9.45974 21.91936 12.58296
N 10.30228 23.89622 16.16362
C 11.24762 22.95958 16.76798
C 9.52964 24.72696 17.06399
H 13.18314 22.31390 13.06326
H 11.73924 21.56268 13.52430
H 12.91396 22.08378 14.80546
H 13.08192 24.89472 15.10802
H 12.30112 25.76236 13.80404
H 13.67544 24.65638 13.43256
H 8.73561 21.89374 15.94752
H 8.10628 20.93508 14.63860
H 9.59205 20.59940 15.16868
H 9.81650 22.66336 11.87070
H 9.98546 20.96558 12.53788
H 8.40586 21.70918 12.40064
H 11.26804 22.90988 17.85666
H 11.02336 21.91034 16.57591
H 12.23218 23.21100 16.37361
H 8.51008 24.37534 17.22193
H 9.39915 25.68522 16.56120
H 9.96936 24.90260 18.04578
C 11.74040 10.03230 12.67896
O 11.26290 10.95702 11.77908
C 11.87730 11.03012 10.43994
C 13.26282 11.71438 10.33568
O 13.30390 13.15498 10.52524
C 12.30214 13.87802 9.83760
C 11.18646 14.35038 10.73770
O 11.44668 15.60712 11.34914
C 12.35848 15.51092 12.42914
H 11.76092 9.05612 12.19446
H 11.22996 10.05096 13.64188
H 12.78228 10.19404 12.95544
H 11.15778 11.60546 9.85740
H 11.94550 9.99714 10.09878
H 13.69972 11.49392 9.36172
H 13.99466 11.28412 11.01934
H 11.84462 13.23564 9.08518
H 12.80674 14.72762 9.37757
H 11.02706 13.62014 11.53108
H 10.18714 14.44700 10.31326
H 12.59028 16.49172 12.84436
H 13.35610 15.16914 12.15340
H 11.95946 14.89014 13.23132
C 12.18968 19.19036 11.44516
O 13.61498 19.10124 11.96174
C 14.56548 18.29062 11.16192
C 16.02500 18.45660 11.61944
O 16.80486 17.50998 10.93744
C 18.11258 17.23336 11.50436
C 18.04430 16.05664 12.50040
O 17.62341 14.76962 12.02608
C 16.21466 14.75874 11.75788
H 11.65038 19.73520 12.22000
H 11.81386 18.20866 11.15686
H 12.04546 19.82008 10.56722
H 14.61478 18.81145 10.20570
H 14.20554 17.28202 10.95880
H 15.98528 18.45854 12.70872
H 16.28372 19.48394 11.36306
H 18.47526 18.16966 11.92852
H 18.67900 16.77954 10.69116
H 17.43700 16.34672 13.35782
H 19.05369 15.94778 12.89712
H 15.73470 15.35786 12.53170
H 15.77856 13.77432 11.92770
H 15.95036 15.04548 10.74004
C 11.33322 16.97168 26.18780
O 10.70252 15.66320 26.10938
C 10.43204 15.04094 24.77962
C 11.79196 14.69186 24.13502
O 12.51346 15.90468 23.80588
C 13.55090 15.80896 22.83810
C 14.57830 14.60812 22.89460
O 13.93726 13.36382 22.51106
C 13.56698 13.24878 21.13864
H 11.02732 17.58814 25.34250
H 12.41662 16.85434 26.16432
H 11.18894 17.37370 27.19062
H 9.90187 15.74038 24.13324
H 9.84158 14.12580 24.82410
H 11.59668 14.14332 23.21356
H 12.40120 14.11008 24.82672
H 14.12368 16.73380 22.90672
H 13.06814 15.91720 21.86686
H 15.00626 14.63078 23.89682
H 15.44878 14.78566 22.26304
H 14.31320 13.72772 20.50472
H 12.61184 13.75928 21.01536
H 13.39760 12.22406 20.80789

Atomic forces in eV per Å
C 0.1792 0.9052 -0.2829
Br -0.3006 -0.6555 0.9473
Br 0.9522 -0.6373 -0.1605
Br -0.9090 -0.0310 -0.4092
H 0.1682 0.2404 -0.0417
O 1.1538 1.8659 -0.3129
P 0.1750 0.0330 -0.7880
N -1.9896 -2.5567 0.1293
C 0.6333 0.3201 0.3484
C 1.1377 -0.6129 0.0040
N 0.9583 1.3910 0.0977
C -1.1722 -0.4433 1.4040
C -0.8890 -0.8290 -0.4360
N 0.5441 0.3848 -0.5929
C -1.0080 -0.2169 -0.2046
C -0.2149 0.3342 -0.8511
H 0.0947 0.8032 0.1944
H 0.2174 0.2841 -0.1086
H 0.0642 0.2385 -0.1899
H -0.0072 -0.0914 -0.2871
H 0.4831 0.2634 0.7429
H 0.2557 -0.0786 -0.0012
H 0.0661 -0.8683 0.3174
H -0.3186 0.1252 0.2279
H 0.1426 0.4652 -0.2682
H -0.0556 -0.3270 0.1304
H 0.2978 -0.7621 -0.1348
H -0.0052 0.3619 0.0343
H -0.2968 0.1875 0.1135
H 0.0613 -0.1609 -0.0224
H -0.3883 0.1082 0.0152
H -0.0207 0.0410 0.0348
H -0.1905 -0.1823 0.1568
H 0.1618 -0.1335 0.2528
O 0.1579 0.4221 0.2236
P -1.2762 -0.5113 3.5318
N -1.5574 -0.0316 -1.7422
C 0.3761 0.7943 0.1288
C 0.0091 1.8266 -0.5210
N 0.3675 -1.3918 0.3195
C -0.7614 -0.1048 0.4293
C -0.4070 0.7977 -0.2037
N 1.3905 -0.3508 -0.1380
C 0.6527 -0.0381 -1.3259
C 0.7097 -0.0642 -1.4757
H 0.5281 -0.0243 0.2681
H 0.0219 -0.1705 0.0140
H 0.5071 -0.0887 0.0274
H -0.4130 -0.1980 0.2034
H -0.0176 -0.8304 -0.1204
H -0.0510 -0.0020 0.3017
H 0.2894 -0.1745 -0.3387
H 0.4042 -0.2685 -0.1431
H -0.0242 0.1833 -0.0310
H 0.0958 0.0178 -0.6344
H -0.2666 0.5515 -0.1489
H -0.2408 -0.5179 0.1359
H -0.3162 0.7336 0.2577
H 0.0841 -0.5004 0.0082
H -0.0555 0.0138 0.1019
H -0.1813 -0.2396 -0.1136
H 0.0423 -0.0905 0.3581
H -0.1093 0.3054 0.4636
O -0.8965 -0.4183 0.5626
P 1.3992 -1.1777 -1.6596
N 0.7979 2.3161 1.2252
C 1.0302 1.1536 0.7221
C -0.8187 -0.8069 -1.7176
N -0.9436 -2.2667 -0.0549
C -0.2375 1.6958 1.2711
C 0.3483 -0.4508 -0.5752
N -0.3609 1.7250 -1.3725
C -0.2544 0.3986 1.1548
C 0.1229 -1.2211 -1.3305
H -0.0904 -1.2073 0.3574
H 0.3451 -0.0641 -0.3070
H -0.1898 0.2392 -0.1041
H 0.2228 0.1632 0.2014
H -0.5500 0.0641 -0.0963
H 0.5917 -0.0252 0.1074
H -0.0530 0.1688 -0.6505
H -0.5027 -0.5142 -0.4248
H 0.1496 0.0523 0.3683
H -0.1210 0.0429 0.6076
H -0.2815 0.1771 0.2480
H 0.2470 -0.2927 -0.1527
H 0.4861 -0.0124 0.6900
H -0.2038 -0.1562 0.3169
H 0.0153 0.1220 -0.0163
H -0.7041 -0.1101 0.5250
H 0.3891 0.2568 0.1207
H 0.0074 0.3308 -0.0320
O 0.2170 -0.0183 -0.5651
P 0.2043 -1.0123 -0.6942
N 0.2178 -0.3534 1.5752
C 1.1495 0.7499 0.6954
C 0.1678 0.0879 -0.6276
N -0.3608 1.1046 -0.9402
C -1.3347 0.8776 0.2378
C 1.3644 0.5595 -0.1933
N -1.3032 -0.8482 3.0087
C -0.3964 -0.1208 -0.7595
C 1.1178 -0.1122 0.6755
H -0.2358 -0.2977 0.3855
H -0.0797 -0.1109 -0.1326
H -0.0129 -0.4057 -0.5851
H -0.3995 -0.1201 -0.3834
H -0.1130 -0.1993 -0.3130
H -0.0085 -0.1148 0.4560
H 0.6024 0.0970 0.1121
H -0.2566 -0.1006 -0.4805
H 0.0578 0.0071 0.1664
H 0.1879 0.0019 -0.0940
H -0.1083 0.1635 0.1295
H 0.0789 0.2862 -0.0512
H 0.5142 0.0556 -0.8069
H -0.1983 0.3632 -0.2921
H -0.1091 -0.2240 0.0600
H 0.2123 -0.2583 -0.0403
H -0.8396 -0.3037 -0.1197
H -0.3849 0.3188 -0.5528
O 1.2890 -0.9983 0.6001
P -0.2878 1.3052 0.9288
N -1.0463 0.1387 0.6250
C 0.2870 0.7884 -0.7843
C -1.2137 -1.0314 0.0420
N 1.0798 -0.2987 -1.2415
C -0.8387 -1.1537 0.6988
C -0.9779 0.6055 1.9558
N 0.5669 -0.9462 -0.8421
C 0.0743 -0.2755 -0.2844
C -0.9059 0.8197 -1.1001
H 0.3786 0.0403 0.0996
H -0.1695 0.1950 0.5662
H -0.0046 -0.2316 -0.0083
H 0.2775 -0.0581 0.1123
H 0.0245 -0.1315 -0.2110
H -0.0479 0.0986 0.0149
H 0.0952 0.3505 -0.2271
H -0.6268 0.6156 -0.4372
H 1.1757 0.1138 -0.0804
H 0.1396 -0.1092 0.2523
H 0.2461 0.1394 -0.1299
H -0.0031 -0.0271 -0.4583
H -0.1265 0.9761 0.0345
H -0.0024 -0.2111 -0.6924
H 0.2602 -0.3443 0.4567
H -0.1366 -0.3760 0.1488
H 0.0089 0.2280 0.2050
H 0.4576 -0.2510 -0.2404
C 1.5670 -0.8108 -0.1628
O -0.2734 1.8833 -1.3887
C 0.0971 0.0813 1.8907
C -0.2021 0.4853 0.2172
O -0.0507 -1.2990 0.5009
C -0.2450 -0.2499 -0.3158
C -0.3437 0.3336 1.2597
O 0.4100 0.2566 0.1830
C 0.4239 0.4082 0.1830
H -0.4055 -0.5502 0.3531
H -0.6189 -0.0060 -0.4316
H 0.4555 0.3277 -0.0268
H -0.0610 -0.4083 0.0140
H 0.1213 -0.0068 -0.4245
H -0.3254 -0.0573 -0.4431
H -0.2114 0.1476 0.3917
H 0.1847 0.2282 -0.4715
H -0.1885 0.0682 -0.1829
H 0.2165 -0.3873 0.1576
H 0.2781 0.1152 -0.7742
H -0.6251 0.3367 -0.1114
H -0.0713 -0.5962 -0.3547
H -0.0544 -0.2130 0.0220
C 2.1536 -0.0018 0.2507
O -0.6978 -0.7602 -0.8091
C -1.1023 2.0368 -1.0822
C -1.4536 0.2168 0.5736
O 0.2084 -0.0334 0.3278
C -1.6769 -1.4457 -0.3870
C 0.3554 0.4964 0.6144
O -0.3466 0.9995 -0.4027
C 0.0442 -0.4817 0.5999
H 0.0331 -0.7261 0.2405
H -0.1268 -0.1186 0.5823
H 0.7836 0.1608 -0.3131
H -0.4602 -0.3620 -0.5810
H 0.1682 -0.2035 0.5574
H 0.6914 -0.7225 0.4287
H 0.4248 0.1422 -0.1585
H 0.6478 -0.3883 0.1370
H 0.3216 0.8190 -0.3189
H -0.3550 -0.0061 0.1991
H 0.1088 -0.1990 -0.0653
H -0.2924 0.5402 -0.2907
H 0.5305 -0.4168 -0.1126
H 0.1172 0.3680 0.1541
C 0.3967 -1.5395 -0.4539
O -0.9526 -0.6816 -0.6994
C 2.5210 1.7155 0.7589
C -0.3159 0.8408 -0.3798
O 0.0918 -0.6485 0.5361
C 0.4982 -0.1410 -0.4733
C -1.9992 0.6336 -0.7306
O 0.9112 -0.1864 0.8308
C -0.0932 1.0829 0.4563
H -0.1050 0.3260 0.3212
H 0.0519 -0.1181 -0.4960
H -0.8964 0.0975 -0.1984
H -0.0525 0.2356 0.0143
H 0.0238 0.1353 0.8626
H 0.0968 -0.3043 -0.0396
H -0.1378 -0.2561 -0.0523
H 0.1742 0.1002 0.4054
H 0.0765 -0.5558 -0.4311
H -0.4389 -0.9715 0.2783
H -0.1365 0.2915 -0.5301
H 0.0617 -0.1369 -0.1897
H -0.1607 0.2070 -0.3332
H 0.4226 -0.1677 0.5601